{
  "formula": "C3H6O2",
  "method": "ωB97M-V/def2-TZVPD",
  "relative_energy_ev": 2.242,
  "homo_lumo_gap_ev": 9.0831,
  "total_energy_ha": -268.32284,
  "lumo_energy_ev": 0.4,
  "smiles": "C=CO.C=O",
  "homo_ev": -8.72,
  "species": ["O", "O", "C", "C", "C", "H", "H", "H", "H", "H", "H"],
  "coordinates": [[-0.0776, 1.4059, -0.4866], [1.4425, 0.1529, 1.6556], [-1.8507, 0.2231, -1.4742], [-0.9839, 0.3943, -0.4778], [1.9503, -0.8744, 1.3427], [-0.8857, -0.2881, 0.3571], [-1.8832, 0.9576, -2.2693], [0.3972, 1.4736, 0.3727], [2.2881, -1.1403, 0.3195], [2.1648, -1.7235, 2.0385], [-2.5618, -0.5810, -1.3782]],
  "forces_ev_per_angstrom": [[0.397, 0.418, 0.637], [-0.361, 0.670, 0.319], [0.291, 0.252, 0.791], [0.197, 0.027, -0.363], [0.876, -1.719, -0.363], [-0.234, -0.063, 0.093], [-0.155, -0.224, -0.081], [-0.448, -0.414, -0.827], [-0.235, 0.534, -0.116], [-0.277, 0.554, 0.230], [-0.051, -0.035, -0.321]]
}